[1]
{"formula": "CH11NO3", "method": "ωB97M-V/def2-TZVPD", "de_lowest_kcal_mol": 13.3, "total_charge": 0, "fmax_ev_per_a": 0.98, "smiles": "CN.O.O.O", "gap_ha": 0.4096, "species": ["C", "N", "H", "H", "H", "H", "H", "O", "H", "H", "O", "H", "H", "O", "H", "H"], "positions_angstrom": [[0.1945, 0.3921, -2.3254], [-0.8147, -0.3076, -1.4701], [1.0344, -0.2681, -2.5737], [-0.2453, 0.7670, -3.2550], [0.5894, 1.2707, -1.8133], [-0.3723, -1.1785, -1.1890], [-1.5649, -0.6015, -2.0781], [2.8402, -1.1397, 1.8528], [2.0473, -1.2382, 2.3941], [2.9368, -0.1824, 1.8324], [-0.1251, -0.6633, 2.6423], [-0.6810, -1.0342, 1.9464], [-0.6922, 0.0643, 2.9300], [-1.7789, 1.2748, 0.7481], [-1.4356, 0.7143, 0.0220], [-1.9326, 2.1303, 0.3363]], "lowdin_charge": [-0.1505, -0.0709, 0.0716, 0.0700, 0.0638, 0.0726, 0.0680, -0.0728, -0.0011, 0.0289, -0.0581, 0.0346, 0.0392, -0.0963, -0.0250, 0.0262]}

[2]
{"formula": "C19H14Cl40NO2Si", "method": "ωB97M-V/def2-TZVPD", "total_charge": 1, "fmax_ev_per_a": 1.73, "gap_ha": 0.2837, "species": ["C", "Si", "C", "C", "O", "C", "O", "C", "C", "C", "N", "C", "C", "H", "H", "H", "H", "H", "H", "H", "H", "H", "H", "H", "H", "H", "H", "C", "Cl", "Cl", "Cl", "Cl", "C", "Cl", "Cl", "Cl", "Cl", "C", "Cl", "Cl", "Cl", "Cl", "C", "Cl", "Cl", "Cl", "Cl", "C", "Cl", "Cl", "Cl", "Cl", "C", "Cl", "Cl", "Cl", "Cl", "C", "Cl", "Cl", "Cl", "Cl", "C", "Cl", "Cl", "Cl", "Cl", "C", "Cl", "Cl", "Cl", "Cl", "C", "Cl", "Cl", "Cl", "Cl"], "positions_angstrom": [[-0.2181, -3.6950, 1.3176], [0.9294, -3.3851, -0.1305], [0.2481, -4.1280, -1.7080], [2.5925, -4.2096, 0.1921], [1.0633, -1.6983, -0.4321], [1.2293, -0.8914, 0.6230], [0.4821, -0.0284, 0.9605], [2.5273, -1.0782, 1.3729], [3.7046, -0.8314, 0.6632], [4.9015, -0.9936, 1.3114], [4.9124, -1.3826, 2.5956], [3.7922, -1.6067, 3.2941], [2.5619, -1.4702, 2.7008], [-1.2330, -3.4904, 0.9833], [-0.1048, -4.7428, 1.5728], [0.0177, -3.0762, 2.1813], [0.9512, -4.8735, -2.0758], [-0.7065, -4.6132, -1.5205], [0.1589, -3.3751, -2.4890], [2.6153, -5.2460, -0.1288], [2.8043, -4.1637, 1.2639], [3.4064, -3.6558, -0.2804], [3.6586, -0.5133, -0.3755], [5.8245, -0.8278, 0.7783], [5.8060, -1.5030, 3.0563], [3.8833, -1.9215, 4.3356], [1.6582, -1.6501, 3.2605], [-4.0461, 0.4087, -0.3242], [-3.1373, 1.8698, 0.1285], [-4.8146, -0.2633, 1.1181], [-5.2794, 0.8029, -1.5185], [-2.9420, -0.7821, -1.0155], [-0.7053, 5.2645, -0.1849], [0.1505, 6.7357, 0.2774], [-1.4973, 4.5558, 1.2278], [-1.9250, 5.6461, -1.3941], [0.4718, 4.1114, -0.8508], [-4.1265, 3.7305, -4.4309], [-3.1061, 3.2047, -5.7724], [-4.2262, 5.5069, -4.4258], [-5.7368, 3.0242, -4.5920], [-3.4199, 3.1874, -2.9098], [-6.3750, 5.2528, -8.7872], [-5.2309, 6.1686, -9.7688], [-5.9083, 5.3412, -7.0869], [-7.9997, 5.8977, -9.0125], [-6.3304, 3.5459, -9.2561], [1.9413, 2.8970, 3.7074], [1.5128, 3.2010, 2.0205], [3.6996, 2.7046, 3.8479], [1.4191, 4.2487, 4.7035], [1.1364, 1.4182, 4.2479], [-3.6490, -0.0777, -8.0300], [-4.8323, 1.1630, -8.4511], [-2.0196, 0.5902, -8.2017], [-3.9002, -0.5813, -6.3527], [-3.8303, -1.4702, -9.0988], [3.9538, -0.4829, -4.1512], [2.5367, 0.4489, -4.6149], [5.4098, 0.4863, -4.3511], [3.7977, -0.9468, -2.4287], [4.0623, -1.9450, -5.1228], [-2.8884, 3.8317, 5.9512], [-4.4106, 4.6400, 6.3134], [-1.6247, 4.4352, 7.0291], [-3.0726, 2.0881, 6.1804], [-2.4306, 4.1548, 4.2744], [3.5156, 0.0503, 7.3137], [3.5204, -0.3712, 5.5705], [4.7354, 1.2862, 7.6023], [1.9260, 0.6572, 7.7601], [3.8899, -1.3980, 8.2431], [0.9778, -6.9915, 4.4653], [2.1693, -8.0512, 5.2125], [-0.0851, -7.9284, 3.4180], [0.0281, -6.1848, 5.7129], [1.8161, -5.7646, 3.4880]], "lowdin_charge": [-0.1348, 0.4874, -0.1314, -0.1477, -0.0569, -0.5209, 0.1676, -0.0785, 0.0030, 0.0108, 0.1324, -0.1529, 0.0055, 0.0447, 0.0113, 0.0252, 0.0335, 0.0397, 0.0390, 0.0459, -0.0085, 0.0271, 0.0073, 0.1522, 0.1893, 0.0439, 0.1331, -2.0391, 0.4812, 0.5330, 0.5196, 0.5200, -2.0280, 0.5491, 0.4612, 0.5277, 0.4999, -2.0177, 0.5178, 0.5051, 0.5222, 0.4637, -2.0325, 0.5399, 0.4907, 0.5440, 0.4836, -2.0157, 0.5082, 0.5091, 0.5507, 0.5175, -2.0480, 0.4722, 0.5110, 0.5107, 0.5357, -2.0299, 0.5567, 0.5513, 0.5721, 0.5540, -2.0531, 0.5460, 0.5158, 0.5184, 0.4829, -1.9933, 0.5696, 0.5589, 0.5573, 0.5611, -2.0560, 0.5444, 0.5424, 0.5345, 0.5068]}

[3]
{"formula": "C4H16FN8O4Zn", "method": "ωB97M-V/def2-TZVPD", "de_lowest_kcal_mol": 67.7, "total_charge": 1, "fmax_ev_per_a": 3.39, "gap_ha": 0.1538, "species": ["Zn", "F", "C", "O", "N", "N", "H", "H", "H", "H", "C", "O", "N", "N", "H", "H", "H", "H", "C", "O", "N", "N", "H", "H", "H", "H", "C", "O", "N", "N", "H", "H", "H", "H"], "positions_angstrom": [[-0.4305, 2.4838, -1.9528], [-0.8352, 0.6230, -1.4782], [-3.2425, 0.3570, 1.9249], [-4.0026, -0.2526, 1.1721], [-3.4720, 0.4260, 3.2544], [-2.1036, 0.9289, 1.4640], [-2.7557, 0.8349, 3.8273], [-4.1679, -0.2096, 3.6001], [-1.7848, 0.7436, 0.5294], [-1.3553, 1.1649, 2.0960], [0.9139, -1.0883, 1.5204], [0.8706, 0.0958, 1.8994], [1.2828, -2.1209, 2.3021], [0.6012, -1.4351, 0.2545], [1.6845, -1.8624, 3.1888], [1.0343, -3.0829, 2.1676], [0.3119, -0.6326, -0.2839], [0.6673, -2.3710, -0.0995], [-0.7038, -2.5716, -3.1812], [-0.4764, -3.7438, -3.4589], [-1.6146, -2.1553, -2.2975], [0.0554, -1.5389, -3.6702], [-1.4754, -1.2031, -1.9790], [-2.2182, -2.7054, -1.7156], [0.9198, -1.8036, -4.1096], [0.0159, -0.6832, -3.1512], [2.3529, 2.6276, -0.4466], [1.1793, 2.4977, -0.9005], [3.1363, 3.6601, -0.8079], [2.7966, 1.8906, 0.5664], [2.9072, 4.0459, -1.7102], [4.0438, 3.8347, -0.4151], [2.1421, 1.2160, 0.9640], [3.7226, 2.0297, 0.9263]], "lowdin_charge": [1.2319, -0.4423, -0.6934, 0.0102, 0.1600, 0.1509, 0.0972, 0.1135, 0.0494, 0.0765, -0.6577, -0.0335, 0.1749, 0.1846, 0.1148, 0.1133, 0.0600, 0.1146, -0.7003, 0.0276, 0.1632, 0.1381, 0.0481, 0.1189, 0.1039, 0.0401, -0.5748, -0.0981, 0.1993, 0.2391, 0.1214, 0.1285, 0.0846, 0.1356]}

[4]
{"formula": "C7H18N4", "method": "ωB97M-V/def2-TZVPD", "de_lowest_kcal_mol": 63.8, "total_charge": 2, "fmax_ev_per_a": 5.31, "gap_ha": 0.3162, "species": ["C", "C", "C", "C", "C", "C", "C", "N", "N", "N", "N", "H", "H", "H", "H", "H", "H", "H", "H", "H", "H", "H", "H", "H", "H", "H", "H", "H", "H"], "positions_angstrom": [[-1.2437, 0.5115, -0.3298], [0.0720, -2.7667, -0.4876], [5.3648, 0.6670, -0.0175], [-4.6278, 1.6826, 0.1778], [-0.4765, -2.4443, 0.8268], [4.0455, 0.2946, 0.4767], [-3.4376, 1.5327, -0.7588], [-0.7532, -1.2124, 1.1048], [3.0378, 0.4134, -0.3664], [-2.5480, 0.6272, -0.0550], [-0.3455, -0.3250, 0.1517], [-0.9665, 1.1988, -1.0993], [-0.5367, -3.4241, -1.1275], [0.3109, -1.8064, -1.0823], [0.9667, -3.3431, -0.2134], [5.6880, 1.5608, 0.4555], [6.2724, 0.0529, 0.2322], [5.5707, 0.8708, -1.0142], [-4.4936, 1.5016, 1.2256], [-4.7197, 2.7403, 0.1813], [-5.5682, 1.1531, -0.1552], [2.0424, 0.0907, -0.1339], [-0.5014, -3.1678, 1.7032], [-0.8757, -0.7408, 1.9811], [4.0000, 0.0846, 1.6216], [-3.0877, 2.5379, -0.7751], [-3.4188, 1.1274, -1.8461], [3.3097, 0.5270, -1.2823], [-3.0805, 0.0554, 0.6061]], "lowdin_charge": [-0.1303, -0.0280, -0.0338, -0.0659, -0.0342, -0.0254, -0.2156, 0.0384, 0.2244, 0.0117, -0.0455, 0.1431, 0.1194, 0.1059, 0.1079, 0.1087, 0.1443, 0.0790, 0.0767, 0.0689, 0.1151, 0.1456, 0.1823, 0.1832, 0.1967, 0.1043, 0.1662, 0.1081, 0.1487]}